A molecular structure, C34H32BrN3O6PRh in a non-equilibrium geometry. Source: the Open Molecules 2025 dataset; level of theory: ωB97M-V/def2-TZVPD.

Structure (ORCA input):
```
! RIJCOSX wB97M-V def2-TZVPD def2/J DEFGRID3
* xyz 0 1
Rh 0.691 0.288 -0.096
C 4.713 -0.405 -1.349
C 5.418 -0.401 -0.150
C 4.739 -0.277 1.050
C 3.352 -0.131 1.056
C 2.671 -0.083 -0.140
C 3.331 -0.250 -1.339
C 2.528 -0.018 2.240
C 3.000 -0.216 3.556
C 2.151 -0.091 4.604
C 0.805 0.271 4.385
C -0.128 0.450 5.429
C -1.410 0.825 5.159
C -1.808 1.061 3.827
C -0.932 0.873 2.798
C 0.388 0.457 3.047
N 1.257 0.269 2.013
H 5.234 -0.508 -2.292
H 6.496 -0.498 -0.154
H 5.289 -0.271 1.983
H 2.787 -0.263 -2.279
H 4.032 -0.489 3.718
H 2.496 -0.249 5.620
H 0.192 0.286 6.452
H -2.126 0.940 5.963
H -2.815 1.402 3.622
H -1.215 1.040 1.775
Br 2.008 1.614 -5.192
C 2.799 2.398 -3.660
C 4.086 2.906 -3.727
N 4.685 3.435 -2.664
C 4.017 3.486 -1.512
C 2.726 2.994 -1.363
C 2.110 2.432 -2.465
C 2.021 3.088 -0.025
O 2.383 3.929 0.773
O 1.029 2.273 0.146
H 4.651 2.882 -4.651
H 4.528 3.920 -0.662
H 1.116 2.013 -2.382
O 0.151 -2.459 1.586
C -0.171 -2.441 0.414
O 0.261 -1.569 -0.452
C -1.164 -3.421 -0.148
C -1.751 -4.348 0.703
C -2.755 -5.181 0.242
C -3.174 -5.067 -1.071
C -2.578 -4.177 -1.946
C -1.560 -3.363 -1.479
N -4.284 -5.907 -1.549
O -4.664 -5.747 -2.691
O -4.766 -6.706 -0.773
H -1.400 -4.408 1.725
H -3.229 -5.914 0.879
H -2.923 -4.136 -2.969
H -1.047 -2.685 -2.147
C -3.410 3.282 -0.554
C -2.015 2.787 -0.175
P -1.556 1.115 -0.777
C -3.042 0.060 -0.523
C -3.247 -0.433 0.907
C -1.652 1.349 -2.601
C -1.189 0.117 -3.384
H -3.526 4.317 -0.231
H -4.193 2.697 -0.069
H -3.577 3.254 -1.631
H -1.889 2.811 0.908
H -1.251 3.450 -0.585
H -2.915 -0.799 -1.186
H -3.912 0.620 -0.871
H -4.140 -1.057 0.965
H -3.370 0.395 1.606
H -2.401 -1.035 1.240
H -1.044 2.220 -2.856
H -2.685 1.588 -2.862
H -0.223 -0.246 -3.025
H -1.092 0.351 -4.444
H -1.913 -0.694 -3.288
*
```

The LUMO energy (spin up / spin down) is -0.053 / -0.053 hartree. Its orbital gap (spin up / spin down) is 7.42 / 7.42 eV. The value obtained for the energy relative to the best compared isomer or geometry (same formula, charge and spin) is 50.5 kJ/mol.


A molecular structure, C34H32CaClN4OP2S. Source: the Open Molecules 2025 dataset; level of theory: ωB97M-V/def2-TZVPD.

Structure (ORCA input):
```
! RIJCOSX wB97M-V def2-TZVPD def2/J DEFGRID3
* xyz -1 1
Ca 0.504 0.211 -0.132
N 0.805 -3.048 3.295
C 0.639 -1.909 2.521
S -0.518 -2.056 1.222
N 1.352 -0.888 2.891
N 1.128 0.258 2.140
C 1.715 1.301 2.601
C 1.657 2.654 2.063
C 2.496 3.594 2.678
C 2.535 4.922 2.299
C 1.693 5.339 1.267
C 0.846 4.447 0.644
C 0.795 3.074 1.001
O 0.002 2.262 0.371
H 0.574 -3.904 2.829
H 1.652 -3.051 3.844
H 2.329 1.174 3.493
H 3.140 3.249 3.482
H 3.202 5.619 2.791
H 1.702 6.376 0.946
H 0.194 4.770 -0.160
C -3.244 -0.073 -3.301
N -1.783 -0.125 -3.607
P -0.994 1.242 -2.802
C 0.421 1.689 -3.847
C 1.425 2.404 -3.198
C 2.502 2.901 -3.919
C 2.584 2.677 -5.283
C 1.587 1.958 -5.934
C 0.505 1.472 -5.219
C -2.055 2.678 -3.167
C -2.310 3.534 -2.099
C -3.024 4.711 -2.306
C -3.489 5.025 -3.572
C -3.236 4.170 -4.643
C -2.513 3.006 -4.444
P -1.148 -1.515 -2.706
C -2.018 -2.925 -3.490
C -2.428 -2.956 -4.823
C -3.016 -4.096 -5.348
C -3.190 -5.222 -4.550
C -2.781 -5.200 -3.226
C -2.205 -4.052 -2.693
C 0.507 -1.843 -3.386
C 0.841 -1.807 -4.740
C 2.095 -2.216 -5.156
C 3.023 -2.677 -4.226
C 2.699 -2.719 -2.882
C 1.442 -2.302 -2.460
H -3.716 0.728 -3.859
H -3.442 0.089 -2.232
H -3.717 -1.008 -3.588
H 1.381 2.549 -2.121
H 3.293 3.427 -3.400
H 3.436 3.044 -5.841
H 1.660 1.775 -7.000
H -0.284 0.922 -5.719
H -1.935 3.272 -1.112
H -3.213 5.378 -1.473
H -4.047 5.940 -3.734
H -3.595 4.421 -5.634
H -2.294 2.346 -5.278
H -2.288 -2.075 -5.442
H -3.336 -4.109 -6.383
H -3.650 -6.113 -4.962
H -2.917 -6.073 -2.598
H -1.896 -4.026 -1.652
H 0.112 -1.464 -5.462
H 2.357 -2.173 -6.208
H 4.008 -2.984 -4.555
H 3.429 -3.040 -2.151
H 1.189 -2.340 -1.402
Cl 3.822 0.167 -2.307
C 2.957 0.444 -0.684
H 3.239 1.480 -0.446
H 3.565 -0.156 0.003
*
```

The LUMO energy is 0.089 hartree. Its orbital gap is 6.71 eV. The value obtained for the energy relative to the best compared isomer or geometry (same formula, charge and spin) is 58.1 kJ/mol.


A molecular structure, C34H32ClInN6O2S. Source: the Open Molecules 2025 dataset; level of theory: ωB97M-V/def2-TZVPD.

Structure (ORCA input):
```
! RIJCOSX wB97M-V def2-TZVPD def2/J DEFGRID3
* xyz 0 1
In -0.031 0.161 -0.107
C -4.005 -3.703 -1.431
C -4.452 -2.625 -0.677
C -3.569 -1.905 0.115
C -2.217 -2.248 0.155
C -1.775 -3.333 -0.602
C -2.664 -4.059 -1.382
N -1.261 -1.507 0.883
C -1.306 -1.356 2.198
C -2.296 -1.918 3.070
C -2.231 -1.724 4.416
C -1.189 -0.974 5.030
C -0.193 -0.469 4.258
C -0.223 -0.651 2.852
N 0.762 -0.274 2.013
N 1.897 0.077 2.428
C 2.800 0.335 1.386
C 4.112 0.634 1.749
C 5.042 0.864 0.757
C 4.648 0.795 -0.574
C 3.328 0.498 -0.851
N 2.421 0.273 0.103
H -4.699 -4.267 -2.044
H -5.497 -2.339 -0.710
H -3.913 -1.046 0.677
H -0.727 -3.599 -0.554
H -2.307 -4.915 -1.946
H -3.096 -2.504 2.639
H -2.998 -2.159 5.046
H -1.196 -0.815 6.100
H 0.633 0.094 4.673
H 4.357 0.677 2.801
H 6.067 1.103 1.014
H 5.342 0.976 -1.382
H 2.968 0.450 -1.871
O -3.573 1.529 -2.329
C -3.134 1.203 -1.227
O -2.124 0.415 -1.051
C -3.794 1.730 0.025
C -3.231 1.550 1.284
C -3.880 2.018 2.418
C -5.102 2.666 2.300
C -5.668 2.853 1.045
C -5.014 2.390 -0.087
H -2.284 1.040 1.379
H -3.431 1.872 3.394
H -5.614 3.023 3.185
H -6.619 3.363 0.949
H -5.426 2.529 -1.078
Cl 1.809 3.763 2.085
C 2.072 3.678 0.363
C 3.214 4.285 -0.141
C 3.445 4.297 -1.506
C 2.522 3.703 -2.358
C 1.389 3.101 -1.840
C 1.128 3.060 -0.464
C -0.103 2.401 0.037
H 3.909 4.759 0.540
H 4.331 4.778 -1.902
H 2.686 3.716 -3.429
H 0.670 2.634 -2.505
H -0.959 2.630 -0.595
H -0.332 2.648 1.070
C -1.122 -3.604 -4.759
N -0.205 -2.688 -4.083
C -0.543 -1.723 -3.204
S 0.741 -1.264 -2.125
N -1.718 -1.154 -3.188
C -2.777 -1.239 -4.190
H -0.568 -4.505 -5.007
H -1.521 -3.186 -5.680
H -1.944 -3.880 -4.103
H 0.743 -3.004 -3.974
H -1.921 -0.543 -2.376
H -3.377 -2.143 -4.088
H -2.364 -1.178 -5.195
H -3.423 -0.383 -4.018
*
```

The LUMO energy is -0.039 hartree. Its orbital gap is 6.17 eV.


A molecular structure, C34H32FGeNReS2Si. Source: the Open Molecules 2025 dataset; level of theory: ωB97M-V/def2-TZVPD.

Structure (ORCA input):
```
! RIJCOSX wB97M-V def2-TZVPD def2/J DEFGRID3
* xyz 1 1
Re 0.002 0.579 0.087
C -1.403 2.986 -2.334
Si -1.770 2.350 -0.648
C -0.138 2.137 2.044
C -2.808 3.410 0.434
N -2.033 0.685 -0.433
C -2.941 0.056 0.397
C -4.326 0.217 0.399
C -5.115 -0.517 1.277
C -4.558 -1.427 2.170
C -3.176 -1.609 2.191
C -2.456 -0.856 1.312
F -1.035 -0.984 1.299
H -0.510 3.618 -2.330
H -2.245 3.587 -2.688
H -1.249 2.167 -3.031
H -0.873 2.893 2.317
H 0.727 2.198 2.704
H -0.625 1.163 2.256
H -2.317 4.341 0.707
H -3.115 2.874 1.333
H -3.711 3.660 -0.131
H -4.775 0.905 -0.307
H -6.188 -0.382 1.262
H -5.188 -1.993 2.840
H -2.691 -2.304 2.863
S 1.923 -0.613 0.629
C 2.700 -0.927 -0.915
C 3.907 -1.618 -0.983
C 4.501 -1.857 -2.209
C 3.898 -1.413 -3.390
C 2.699 -0.731 -3.328
C 2.104 -0.492 -2.087
S 0.587 0.354 -2.007
H 4.370 -1.967 -0.068
H 5.439 -2.394 -2.255
H 4.362 -1.608 -4.347
H 2.210 -0.380 -4.230
C 0.294 2.363 0.555
Ge 1.379 4.031 0.259
C 0.094 5.474 0.417
C -0.311 5.897 1.687
C -1.309 6.855 1.824
C -1.908 7.402 0.697
C -1.510 6.993 -0.567
C -0.515 6.032 -0.708
C 2.615 3.993 1.756
C 2.894 5.121 2.525
C 3.816 5.043 3.562
C 4.460 3.846 3.835
C 4.195 2.722 3.065
C 3.278 2.793 2.025
C 2.302 3.937 -1.440
C 3.030 2.788 -1.762
C 3.796 2.744 -2.919
C 3.851 3.845 -3.760
C 3.160 5.002 -3.434
C 2.397 5.054 -2.274
H 0.148 5.482 2.577
H -1.612 7.176 2.812
H -2.681 8.151 0.805
H -1.973 7.422 -1.447
H -0.228 5.716 -1.702
H 2.412 6.066 2.306
H 4.033 5.924 4.153
H 5.175 3.789 4.646
H 4.704 1.789 3.271
H 3.075 1.908 1.433
H 3.016 1.933 -1.100
H 4.362 1.851 -3.154
H 4.452 3.810 -4.659
H 3.223 5.872 -4.073
H 1.899 5.977 -2.009
*
```

The LUMO energy is -0.151 hartree. Its orbital gap is 6.69 eV. The value obtained for the energy relative to the best compared isomer or geometry (same formula, charge and spin) is 25.8 kJ/mol.


A molecular structure, C34H32N3ORbS2Te4 in a non-equilibrium geometry. Source: the Open Molecules 2025 dataset; level of theory: ωB97M-V/def2-TZVPD.

Structure (ORCA input):
```
! RIJCOSX wB97M-V def2-TZVPD def2/J DEFGRID3
* xyz -2 1
Rb 0.875 1.460 -2.175
O 2.475 0.876 -4.304
C 3.519 1.687 -4.810
C 3.801 2.931 -3.995
C 4.785 3.806 -4.447
C 5.170 4.850 -3.579
C 4.516 5.029 -2.403
C 3.348 4.197 -2.099
N 3.140 3.042 -2.858
H 2.658 0.758 -3.363
H 3.238 1.973 -5.824
H 4.453 1.111 -4.865
H 5.287 3.633 -5.391
H 6.020 5.475 -3.836
H 4.801 5.796 -1.692
H 3.204 3.998 -1.034
S -0.508 -1.554 -2.316
C -1.964 -1.718 -1.508
N -2.552 -2.974 -1.455
C -3.869 -3.072 -0.849
C -3.908 -2.229 0.407
N -3.648 -0.848 0.047
C -4.766 0.070 0.229
C -5.047 0.315 1.688
C -6.291 0.044 2.243
C -6.531 0.280 3.590
C -5.522 0.785 4.395
C -4.274 1.056 3.846
C -4.038 0.823 2.503
C -2.647 -0.593 -0.882
S -2.213 0.995 -1.167
C -1.740 -4.193 -1.471
C -1.539 -4.773 -0.093
C -2.148 -5.964 0.286
C -2.004 -6.456 1.576
C -1.247 -5.758 2.504
C -0.631 -4.569 2.135
C -0.774 -4.082 0.847
H -4.095 -4.113 -0.625
H -4.628 -2.698 -1.547
H -3.147 -2.593 1.101
H -4.878 -2.291 0.901
H -5.662 -0.323 -0.269
H -4.482 1.006 -0.245
H -7.082 -0.348 1.611
H -7.507 0.068 4.011
H -5.708 0.966 5.446
H -3.488 1.460 4.472
H -3.071 1.047 2.065
H -0.790 -3.920 -1.921
H -2.225 -4.926 -2.122
H -2.744 -6.511 -0.436
H -2.485 -7.386 1.857
H -1.135 -6.140 3.511
H -0.034 -4.022 2.853
H -0.288 -3.156 0.557
Te 0.810 5.244 -4.944
Te 1.602 5.647 -2.455
Te -0.466 4.492 -1.228
Te -1.521 6.596 0.070
C 3.536 1.711 3.830
C 2.343 1.896 3.102
C 2.289 1.546 1.778
C 3.403 0.997 1.093
C 3.297 0.648 -0.294
C 4.454 0.126 -0.850
C 5.656 -0.059 -0.130
C 5.737 0.275 1.195
C 4.607 0.818 1.846
C 4.638 1.186 3.214
H 3.576 1.993 4.877
H 1.475 2.322 3.592
H 1.372 1.687 1.216
H 4.466 -0.166 -1.902
H 6.529 -0.470 -0.635
H 6.655 0.133 1.758
H 5.564 1.049 3.768
*
```

The LUMO energy (spin up / spin down) is 0.094 / 0.133 hartree. Its orbital gap (spin up / spin down) is 3.68 / 5.38 eV. The value obtained for the energy relative to the best compared isomer or geometry (same formula, charge and spin) is 106.5 kJ/mol.


A molecular structure, C34H33AsMoN2S4 in a non-equilibrium geometry. Source: the Open Molecules 2025 dataset; level of theory: ωB97M-V/def2-TZVPD.

Structure (ORCA input):
```
! RIJCOSX wB97M-V def2-TZVPD def2/J DEFGRID3
* xyz 0 1
Mo 0.599 -0.845 1.063
S 1.630 -0.472 -1.154
C 2.204 1.177 -1.072
C 2.796 1.734 -2.214
C 3.202 3.054 -2.241
C 3.024 3.869 -1.128
C 2.446 3.340 0.012
C 2.059 2.003 0.045
S 1.478 1.367 1.620
C 3.105 0.822 2.264
C 3.345 -0.664 2.308
C 4.472 -1.100 2.978
C 4.743 -2.454 3.067
C 3.885 -3.317 2.405
C 2.820 -2.812 1.688
C 2.022 -3.757 0.839
S 0.341 -3.181 0.396
C -0.647 -3.857 1.714
C -1.292 -5.059 1.435
C -2.101 -5.654 2.383
C -2.273 -5.020 3.610
C -1.638 -3.825 3.884
C -0.811 -3.201 2.938
S 0.007 -1.720 3.357
N 2.503 -1.497 1.663
H 2.922 1.093 -3.076
H 3.641 3.457 -3.144
H 3.337 4.904 -1.144
H 2.289 3.953 0.892
H 3.194 1.244 3.265
H 3.851 1.292 1.624
H 5.132 -0.375 3.434
H 5.600 -2.822 3.612
H 4.059 -4.384 2.412
H 1.916 -4.728 1.320
H 2.517 -3.885 -0.127
H -1.146 -5.510 0.460
H -2.580 -6.602 2.176
H -2.912 -5.469 4.361
H -1.782 -3.332 4.836
C -1.542 3.104 0.367
As -1.090 1.918 -1.144
C -2.899 1.269 -1.607
C -1.039 3.427 -2.449
C -0.521 3.113 -3.830
C -0.515 4.104 -4.812
C 0.006 3.863 -6.073
C 0.553 2.624 -6.378
C 0.532 1.623 -5.420
C -0.011 1.862 -4.165
H -0.955 4.019 0.284
H -1.274 2.614 1.302
H -2.600 3.363 0.398
H -3.170 1.560 -2.622
H -3.642 1.654 -0.909
H -2.913 0.183 -1.541
H -0.395 4.198 -2.013
H -2.042 3.861 -2.514
H -0.931 5.078 -4.579
H -0.008 4.649 -6.818
H 0.989 2.442 -7.352
H 0.943 0.647 -5.645
H -0.037 1.063 -3.431
N -1.132 -0.532 0.884
C -2.447 -0.665 1.185
C -3.086 0.207 2.084
C -4.419 0.035 2.405
C -5.154 -1.006 1.854
C -4.533 -1.875 0.966
C -3.206 -1.712 0.629
H -2.514 1.014 2.521
H -4.890 0.726 3.093
H -6.197 -1.131 2.112
H -5.099 -2.685 0.523
H -2.722 -2.383 -0.071
*
```

The LUMO energy is -0.015 hartree. Its orbital gap is 6.54 eV. The value obtained for the energy relative to the best compared isomer or geometry (same formula, charge and spin) is 32.8 kJ/mol.


Number 1: E -4956.4205 a.u.. Number 2: E -3827.9322 a.u.. Number 3: E -2842.4236 a.u.. Number 4: E -4710.3357 a.u.. Number 5: E -3446.8418 a.u.. Number 6: E -5321.7122 a.u..